# 1
ORCA calculation (ωB97M-V with the def2-TZVPD basis set) on a cluster of 2 separate species, C4H8O2 in total in a non-equilibrium geometry.

Geometry as ORCA input:
```
! RIJCOSX wB97M-V def2-TZVPD def2/J DEFGRID3
* xyz 0 1
C -0.955 1.171 0.701
C 0.064 0.509 -0.048
C -0.177 -0.398 -1.307
C 1.414 0.081 0.585
O -0.215 1.892 -0.163
O -1.049 1.381 2.019
H -2.552 0.930 -0.243
H 0.534 -0.367 -2.143
H -1.098 -0.124 -1.758
H -0.321 -1.330 -0.777
H 2.131 -0.243 -0.104
H 1.117 -0.786 1.161
H 1.918 0.732 1.243
H -1.138 0.788 2.715
*
```

Properties
LUMO level ... 0.64 eV
Relative energy (zero: lowest compared OMol25 entry of this formula, charge and spin) ... 128.3 kcal/mol
E_HOMO ... -8.9663 eV



# 2
ORCA calculation (ωB97M-V with the def2-TZVPD basis set) on a cluster of 5 separate species, C18H22Br6N2O4 in total in a non-equilibrium geometry.

Geometry as ORCA input:
```
! RIJCOSX wB97M-V def2-TZVPD def2/J DEFGRID3
* xyz 0 1
Br 0.360 -6.745 -0.538
C -0.587 -5.213 -1.441
C -1.209 -4.363 -0.332
Br -2.443 -3.013 -1.110
H -1.347 -5.620 -2.000
H 0.067 -4.654 -2.037
H -0.498 -3.624 0.144
H -1.954 -4.758 0.262
Br 6.426 -0.506 -0.240
C 5.310 -0.519 1.357
C 4.183 0.506 1.186
Br 3.076 0.035 2.798
H 6.038 -0.304 2.130
H 4.909 -1.520 1.254
H 3.539 0.393 0.324
H 4.352 1.549 1.187
Br 2.616 -3.886 -0.901
C 3.136 -2.217 -1.841
C 2.573 -2.031 -3.206
Br 3.367 -0.418 -3.886
H 4.228 -2.156 -1.916
H 2.722 -1.532 -1.139
H 1.511 -1.952 -3.211
H 2.878 -2.840 -3.926
C -3.216 0.664 0.457
C -3.864 0.913 -0.685
C -4.975 1.802 -0.822
C -5.279 2.519 0.325
C -4.559 2.397 1.510
C -3.586 1.405 1.556
N -6.527 3.389 0.296
O -7.019 3.577 -0.813
O -6.848 3.937 1.313
H -2.459 -0.125 0.464
H -3.690 0.257 -1.594
H -5.656 1.858 -1.674
H -4.962 2.997 2.380
H -3.188 1.253 2.583
C 1.334 3.877 0.662
C 1.805 3.005 -0.300
C 1.501 1.635 -0.204
C 0.609 1.271 0.901
C 0.275 2.066 1.900
C 0.605 3.471 1.762
N 0.349 -0.126 1.031
O -0.391 -0.540 1.905
O 0.847 -0.901 0.263
H 1.602 4.993 0.593
H 2.228 3.374 -1.246
H 1.772 0.750 -0.778
H -0.283 1.558 2.659
H 0.324 4.110 2.638
*
```

Properties
LUMO level ... -0.96 eV
Relative energy (zero: lowest compared OMol25 entry of this formula, charge and spin) ... 49.4 kcal/mol
E_HOMO ... -9.9395 eV
SMILES string ... O=[N+]([O-])c1ccccc1.O=[N+]([O-])c1ccccc1.BrCCBr.BrCCBr.BrCCBr



# 3
ORCA calculation (ωB97M-V with the def2-TZVPD basis set) on a cluster of 15 separate species, C64H169N11O21 in total in a non-equilibrium geometry.

Geometry as ORCA input:
```
! RIJCOSX wB97M-V def2-TZVPD def2/J DEFGRID3
* xyz 1 2
C 0.058 8.678 -5.111
C -0.395 7.711 -4.021
C 0.223 6.302 -4.211
O -0.347 5.667 -5.364
C -1.557 5.052 -5.046
N 0.099 8.166 -2.729
H -0.485 9.623 -5.116
H -0.274 8.165 -6.013
H 1.141 8.796 -5.072
H -1.484 7.722 -4.058
H 0.167 5.778 -3.257
H 1.298 6.277 -4.392
H -1.319 4.193 -4.419
H -2.105 4.671 -5.908
H -2.282 5.584 -4.431
H -0.331 7.639 -1.982
H -0.271 9.090 -2.558
C 2.325 2.126 0.846
C 1.716 0.848 1.486
C 2.312 0.614 2.922
O 1.847 1.707 3.808
C 2.344 1.553 5.142
N 0.278 1.021 1.560
H 2.178 2.051 -0.231
H 3.363 2.260 1.151
H 1.792 2.999 1.222
H 1.913 -0.098 0.981
H 3.394 0.545 2.809
H 2.001 -0.355 3.313
H 3.405 1.701 5.341
H 2.167 0.569 5.578
H 1.707 2.164 5.782
H 0.059 1.749 2.225
H -0.007 1.533 0.737
C -0.058 -5.332 -3.106
C 0.838 -4.219 -3.715
C 0.400 -3.559 -5.057
O 0.381 -4.537 -6.105
C 1.741 -4.777 -6.542
N 0.915 -3.096 -2.729
H 0.211 -5.412 -2.052
H 0.100 -6.256 -3.662
H -1.105 -5.032 -3.119
H 1.849 -4.624 -3.714
H 1.019 -2.717 -5.366
H -0.598 -3.148 -4.904
H 1.589 -5.609 -7.229
H 2.379 -5.195 -5.763
H 2.389 -4.006 -6.960
H 0.086 -2.521 -2.773
H 1.059 -3.298 -1.749
C -3.188 5.743 3.535
C -3.764 4.438 3.062
C -3.471 4.080 1.587
O -4.047 2.875 1.245
C -3.404 2.216 0.121
N -3.333 3.413 4.021
H -2.128 5.946 3.386
H -3.301 5.819 4.617
H -3.751 6.574 3.111
H -4.848 4.523 3.139
H -2.384 4.002 1.577
H -3.852 4.814 0.877
H -3.354 2.881 -0.742
H -3.937 1.330 -0.223
H -2.406 1.825 0.321
H -3.753 2.552 3.699
H -2.340 3.250 3.934
C 3.711 -1.339 -1.079
C 3.513 -0.344 -2.294
C 4.749 0.310 -2.763
O 5.328 1.196 -1.774
C 6.264 2.034 -2.304
N 2.978 -1.054 -3.458
H 4.499 -1.038 -0.389
H 4.068 -2.305 -1.434
H 2.786 -1.565 -0.549
H 2.775 0.402 -2.000
H 4.514 0.964 -3.603
H 5.535 -0.307 -3.199
H 7.147 1.491 -2.642
H 6.647 2.754 -1.581
H 5.874 2.594 -3.154
H 2.174 -1.623 -3.234
H 2.643 -0.307 -4.050
C 4.231 -6.059 -0.937
C 4.588 -7.215 0.058
O 5.323 -6.668 1.142
H 3.427 -6.341 -1.617
H 5.119 -5.728 -1.476
H 3.842 -5.174 -0.432
H 5.218 -7.991 -0.377
H 3.681 -7.711 0.401
H 6.139 -6.312 0.782
C 0.547 4.533 3.374
C -0.233 4.020 4.633
O -0.601 2.662 4.424
H 0.768 5.594 3.492
H -0.020 4.490 2.444
H 1.466 3.952 3.301
H -1.005 4.736 4.914
H 0.491 4.038 5.447
H 0.243 2.287 4.162
C -3.247 -6.350 2.434
C -2.049 -6.416 1.401
O -1.025 -7.308 1.783
H -2.868 -5.972 3.384
H -3.720 -7.324 2.557
H -3.985 -5.597 2.160
H -1.617 -5.424 1.266
H -2.489 -6.758 0.465
H -1.429 -8.178 1.797
C -4.359 -1.157 2.527
C -5.043 -1.576 3.859
O -6.179 -0.746 4.074
H -5.119 -1.144 1.745
H -3.524 -1.841 2.377
H -3.829 -0.205 2.505
H -4.375 -1.506 4.718
H -5.367 -2.616 3.797
H -5.871 -0.211 4.809
C 2.095 2.742 -4.250
O 1.929 1.480 -4.837
C 0.696 1.160 -5.549
C 0.532 2.136 -6.797
N -0.600 1.782 -7.576
C -1.126 2.887 -8.394
C -2.300 2.451 -9.255
O -2.868 3.547 -9.960
C -2.034 3.891 -11.077
H 2.437 3.510 -4.943
H 2.922 2.590 -3.557
H 1.212 3.124 -3.738
H -0.113 1.160 -4.819
H 0.874 0.133 -5.868
H 1.397 1.948 -7.432
H 0.555 3.163 -6.432
H -0.404 0.908 -8.041
H -0.319 3.329 -8.979
H -1.523 3.680 -7.761
H -3.016 1.947 -8.607
H -2.036 1.694 -9.994
H -2.092 3.168 -11.891
H -1.055 4.165 -10.682
H -2.431 4.786 -11.555
C 3.700 -2.812 3.869
O 4.242 -3.822 4.707
C 4.010 -5.099 4.184
C 4.861 -6.199 4.835
N 4.700 -7.475 4.062
C 5.568 -8.519 4.583
C 5.249 -8.938 6.049
O 5.979 -8.000 7.013
C 5.619 -8.135 8.362
H 4.184 -2.757 2.893
H 3.877 -1.816 4.272
H 2.626 -2.930 3.725
H 4.300 -5.189 3.137
H 2.951 -5.354 4.170
H 4.411 -6.300 5.822
H 5.929 -5.986 4.877
H 4.999 -7.278 3.117
H 6.643 -8.416 4.435
H 5.376 -9.500 4.149
H 5.473 -9.985 6.252
H 4.179 -8.816 6.220
H 4.594 -7.812 8.549
H 6.295 -7.527 8.962
H 5.670 -9.181 8.664
C 4.450 5.006 -1.699
O 3.564 5.942 -1.086
C 3.420 5.735 0.312
C 2.429 6.789 0.930
N 1.134 6.619 0.261
C 0.091 7.435 0.863
C -1.293 6.946 0.439
O -1.555 7.019 -0.958
C -2.722 6.318 -1.377
H 4.666 5.178 -2.753
H 4.157 3.967 -1.553
H 5.411 5.122 -1.199
H 4.369 5.782 0.845
H 2.943 4.793 0.586
H 2.780 7.821 0.909
H 2.320 6.524 1.982
H 1.313 6.845 -0.707
H 0.220 8.435 0.448
H 0.152 7.473 1.950
H -2.069 7.578 0.870
H -1.420 5.927 0.806
H -3.496 6.433 -0.619
H -2.466 5.260 -1.428
H -3.024 6.729 -2.341
C -0.362 -4.499 4.421
O -0.615 -3.205 3.950
C -0.597 -2.255 5.054
C -0.930 -0.866 4.509
N -0.969 0.088 5.610
C -1.986 -0.264 6.676
C -2.220 1.036 7.584
O -3.452 0.915 8.262
C -3.436 0.171 9.473
H -0.294 -5.113 3.523
H -1.145 -4.957 5.026
H 0.571 -4.667 4.959
H 0.415 -2.233 5.459
H -1.328 -2.631 5.770
H -1.866 -0.939 3.955
H -0.164 -0.537 3.807
H -1.031 1.055 5.327
H -1.707 -1.052 7.376
H -2.970 -0.467 6.255
H -2.442 1.858 6.904
H -1.442 1.275 8.309
H -2.764 -0.687 9.498
H -4.450 -0.172 9.680
H -3.183 0.798 10.328
C -3.028 0.246 -5.809
O -2.989 -0.681 -4.743
C -4.101 -1.475 -4.529
C -3.874 -2.125 -3.161
N -5.080 -2.808 -2.692
C -5.028 -3.192 -1.301
C -6.293 -3.921 -0.875
O -6.136 -4.371 0.473
C -7.321 -4.547 1.138
H -2.351 1.085 -5.653
H -4.009 0.610 -6.117
H -2.635 -0.183 -6.731
H -4.221 -2.182 -5.350
H -5.026 -0.898 -4.532
H -3.715 -1.307 -2.458
H -3.030 -2.811 -3.234
H -5.819 -2.120 -2.683
H -4.835 -2.301 -0.703
H -4.186 -3.880 -1.229
H -6.499 -4.811 -1.470
H -7.130 -3.226 -0.949
H -7.935 -5.145 0.464
H -7.869 -3.614 1.270
H -7.153 -4.874 2.164
C 0.038 3.649 -1.233
O -0.304 2.298 -0.835
C -0.477 1.395 -1.947
C -1.213 0.085 -1.628
N -0.481 -0.763 -0.657
C -1.305 -1.789 -0.020
C -0.586 -2.568 1.116
O 0.330 -3.445 0.397
C 1.155 -4.296 1.214
H 0.065 4.282 -0.346
H -0.641 3.985 -2.017
H 0.996 3.665 -1.753
H 0.450 1.181 -2.479
H -1.063 1.883 -2.725
H -1.447 -0.467 -2.539
H -2.178 0.444 -1.273
H -0.178 -0.120 0.060
H -1.780 -2.506 -0.690
H -2.091 -1.259 0.517
H -1.350 -3.187 1.585
H -0.128 -1.907 1.852
H 1.686 -3.722 1.974
H 1.878 -4.891 0.657
H 0.514 -4.973 1.778
*
```

Properties
LUMO level (alpha / beta) ... -2.87 / -7.82 eV
E_HOMO (alpha / beta) ... -9.6561 / -9.6561 eV



# 4
ORCA calculation (ωB97M-V with the def2-TZVPD basis set) on the molecule C4H6N2O2 in a non-equilibrium geometry.

Geometry as ORCA input:
```
! RIJCOSX wB97M-V def2-TZVPD def2/J DEFGRID3
* xyz 0 1
C 0.665 -0.870 0.994
C -0.387 -1.066 1.666
C 0.906 -0.140 -0.334
C -1.304 0.583 -0.526
N -0.005 0.913 -0.539
N -1.511 -1.136 2.354
O -1.705 -0.303 3.261
O -2.154 -2.188 2.106
H 1.708 -1.234 1.287
H 1.830 0.401 -0.333
H 0.770 -0.807 -1.098
H -1.367 -0.299 -1.121
H -1.995 1.379 -0.782
H 0.129 1.765 -0.090
*
```

Properties
LUMO level (alpha / beta) ... -1.68 / -0.41 eV
Relative energy (zero: lowest compared OMol25 entry of this formula, charge and spin) ... 206.8 kcal/mol
E_HOMO (alpha / beta) ... -7.8079 / -8.6250 eV